The following is a DFT calculation (ωB97M-V/def2-TZVPD) of 2 unconnected molecules or ions with the total composition C5H14.

XYZ file:
```
19
Properties=species:S:1:pos:R:3:lowdin_spin:R:1
C 0.972 -2.230 1.373 0.018
C 1.642 -2.438 0.021 0.006
H 0.008 -1.716 1.326 0.009
H 1.039 -3.162 1.912 0.002
H 1.522 -1.481 1.970 0.001
H 1.280 -3.320 -0.500 0.000
H 2.735 -2.496 0.015 0.003
H 1.514 -1.534 -0.594 0.002
C -0.433 1.437 -0.764 0.256
C -1.217 2.754 -1.150 0.212
C -1.139 0.776 0.421 0.270
H -0.537 0.895 -1.717 0.032
H 0.646 1.563 -0.673 0.006
H -2.000 2.530 -1.869 0.002
H -1.716 1.309 1.183 0.040
H -0.498 3.455 -1.604 0.055
H -1.633 3.224 -0.262 -0.001
H -1.872 0.116 -0.081 0.048
H -0.314 0.321 0.991 0.039
```

* ΔE to the lowest compared entry with this formula, charge and spin: 58.61 kJ/mol
* LUMO (spin up / spin down): -3.16 / -10.65 eV
* highest occupied orbital energy (spin up / spin down): -14.9 / -14.8 eV
* total energy: -5400.4980 eV
* charge: +1
* multiplicity: 2
* max |F|: 1.9 eV/Å
* HOMO-LUMO gap (spin up / spin down): 11.7 / 4.1 eV